C4H8OS2 | ωB97M-V/def2-TZVPD

## Properties
Lowest unoccupied orbital energy   0.7 eV
ΔE to the lowest compared entry with this formula, charge and spin   69.4 kcal/mol
Gap between HOMO and LUMO   9.6 eV
SMILES string   C=C=C.CSSO

Geometry as ORCA input:
```
! wB97M-V def2-TZVPD RIJCOSX def2/J DEFGRID3
* xyz 0 1
C 1.478 -1.930 0.269
C 1.622 -0.643 0.135
C 2.055 0.570 0.045
C -1.161 0.541 1.133
O -1.997 0.140 -2.369
S -2.603 1.127 0.137
S -1.780 1.543 -1.592
H 2.313 -2.506 -0.143
H 0.979 -2.448 0.995
H 1.638 1.273 -0.573
H -2.813 0.043 -2.847
H 2.818 0.927 0.780
H -1.406 0.462 2.175
H -0.370 1.250 1.073
H -0.773 -0.351 0.783
*
```

---

C4H8OS2 | ωB97M-V/def2-TZVPD

## Properties
Lowest unoccupied orbital energy (alpha / beta)   0.3 / 0.3 eV
ΔE to the lowest compared entry with this formula, charge and spin   83.7 kcal/mol
Gap between HOMO and LUMO (alpha / beta)   8.1 / 8.1 eV

Geometry as ORCA input:
```
! wB97M-V def2-TZVPD RIJCOSX def2/J DEFGRID3
* xyz 0 1
C -2.310 -0.505 -0.062
C 1.957 -0.556 0.230
C 0.548 -0.599 -0.438
C -0.286 0.594 -0.123
O -2.170 -1.640 -0.375
S -0.080 1.476 1.497
S -0.200 1.725 -1.418
H -3.164 0.105 0.097
H 2.158 0.358 0.815
H 2.512 -0.580 -0.665
H 2.370 -1.317 0.855
H -0.005 -1.489 -0.066
H 0.686 -0.757 -1.526
H -0.983 0.644 2.030
H -1.033 2.540 -0.853
*
```

---

C4H8OSe | ωB97M-V/def2-TZVPD

## Properties
Lowest unoccupied orbital energy (alpha / beta)   -0.3 / -0.3 eV
ΔE to the lowest compared entry with this formula, charge and spin   36.9 kcal/mol
Gap between HOMO and LUMO (alpha / beta)   7.8 / 7.8 eV
SMILES string   CCC(=[Se])CO

Geometry as ORCA input:
```
! wB97M-V def2-TZVPD RIJCOSX def2/J DEFGRID3
* xyz 0 1
C 0.643 1.620 -0.290
C -0.774 -1.342 0.739
C 0.063 -0.990 -0.504
C 1.055 0.110 -0.124
O 1.652 2.485 0.256
Se 2.742 -0.245 0.335
H 0.925 1.740 -1.399
H -0.184 -1.078 1.660
H -1.180 -2.406 0.650
H -1.679 -0.732 0.875
H -0.619 -0.627 -1.486
H 0.720 -1.881 -0.603
H -0.444 2.121 -0.054
H 1.426 2.810 1.154
*
```

---

C4H8P | ωB97M-V/def2-TZVPD

## Properties
Lowest unoccupied orbital energy (alpha / beta)   -5.7 / -5.7 eV
ΔE to the lowest compared entry with this formula, charge and spin   85.0 kcal/mol
Gap between HOMO and LUMO (alpha / beta)   9.0 / 9.0 eV

Geometry as ORCA input:
```
! wB97M-V def2-TZVPD RIJCOSX def2/J DEFGRID3
* xyz 1 1
C -1.750 -0.215 0.558
C -0.861 -0.699 1.385
C 0.733 1.587 0.081
C 0.680 -1.170 -1.234
P -0.083 -0.010 -0.069
H -2.758 0.064 0.413
H -1.019 -1.136 3.277
H 0.185 2.173 0.777
H 0.586 2.205 -0.952
H 1.696 1.333 0.126
H 1.677 -1.278 -0.967
H 0.660 -0.662 -2.273
H 0.253 -2.192 -1.121
*
```

---

C4H8S | ωB97M-V/def2-TZVPD

## Properties
Lowest unoccupied orbital energy   0.8 eV
ΔE to the lowest compared entry with this formula, charge and spin   37.8 kcal/mol
Gap between HOMO and LUMO   10.2 eV
SMILES string   C=C1CC1.S

Geometry as ORCA input:
```
! wB97M-V def2-TZVPD RIJCOSX def2/J DEFGRID3
* xyz 0 1
C -1.304 0.606 -0.713
C -0.872 0.801 0.728
C -0.774 -0.506 0.076
C -0.462 -1.773 0.158
S 2.640 -0.028 -0.080
H -2.362 0.624 -0.939
H -0.690 1.028 -1.497
H 0.036 1.354 0.921
H -1.633 0.952 1.480
H -0.067 -2.194 1.065
H 2.656 0.777 -1.136
H -0.582 -2.440 -0.678
H 3.413 0.798 0.615
*
```

---

C4H8S | ωB97M-V/def2-TZVPD

## Properties
Lowest unoccupied orbital energy (alpha / beta)   1.0 / -0.5 eV
⟨S²⟩   2.008
ΔE to the lowest compared entry with this formula, charge and spin   23.7 kcal/mol
Gap between HOMO and LUMO (alpha / beta)   7.7 / 8.6 eV

Geometry as ORCA input:
```
! wB97M-V def2-TZVPD RIJCOSX def2/J DEFGRID3
* xyz 0 3
C 1.265 0.346 0.966
C 1.674 -0.133 -0.497
C -0.789 -0.487 -0.269
C -2.116 0.189 -0.138
S 0.170 0.292 -1.452
H 1.854 -0.090 1.727
H 1.116 1.397 1.168
H 2.580 0.364 -0.847
H 1.805 -1.141 -0.493
H -0.587 -1.539 0.052
H -1.862 1.144 0.122
H -2.606 -0.371 0.799
H -2.505 0.029 -1.137
*
```

---

C4H8S2 | ωB97M-V/def2-TZVPD

## Properties
Lowest unoccupied orbital energy   0.8 eV
ΔE to the lowest compared entry with this formula, charge and spin   25.2 kcal/mol
Gap between HOMO and LUMO   9.2 eV
SMILES string   CS/C=C/CS

Geometry as ORCA input:
```
! wB97M-V def2-TZVPD RIJCOSX def2/J DEFGRID3
* xyz 0 1
C -2.333 1.335 1.772
C -0.008 0.650 0.521
C 0.594 0.154 -0.560
C 1.753 -0.820 -0.474
H -3.094 2.055 1.832
H -2.767 0.396 1.523
H -1.747 1.260 2.746
H 0.292 0.369 1.533
H 0.215 0.416 -1.564
H 2.045 -1.006 0.587
H 2.627 -0.435 -1.050
H 2.523 -2.890 -1.290
S -1.241 1.907 0.436
S 1.233 -2.412 -1.178
*
```

---

C4H8S2 | ωB97M-V/def2-TZVPD

## Properties
Lowest unoccupied orbital energy   -0.1 eV
ΔE to the lowest compared entry with this formula, charge and spin   16.6 kcal/mol
Gap between HOMO and LUMO   8.6 eV
SMILES string   CC(C)C(=S)S

Geometry as ORCA input:
```
! wB97M-V def2-TZVPD RIJCOSX def2/J DEFGRID3
* xyz 0 1
C 0.457 -0.868 1.028
C 0.032 -0.079 -0.234
C 1.218 0.815 -0.716
C -1.339 0.627 -0.012
H -0.337 -1.614 1.196
H 0.435 -0.206 1.884
H 1.427 -1.275 0.924
H -0.144 -0.837 -1.029
H 1.509 1.517 -0.015
H 0.935 1.343 -1.635
H 2.038 0.141 -0.944
H -2.080 -1.404 -0.646
S -2.765 -0.379 -0.177
S -1.386 2.218 0.376
*
```

---

C4H8Se | ωB97M-V/def2-TZVPD

## Properties
Lowest unoccupied orbital energy (alpha / beta)   -1.1 / -1.1 eV
ΔE to the lowest compared entry with this formula, charge and spin   78.8 kcal/mol
Gap between HOMO and LUMO (alpha / beta)   6.9 / 6.9 eV

Geometry as ORCA input:
```
! wB97M-V def2-TZVPD RIJCOSX def2/J DEFGRID3
* xyz 0 1
C -0.314 0.942 -0.435
C -1.582 0.294 -0.058
C -0.206 -0.220 0.551
C 0.458 -1.365 0.110
Se 3.015 -0.009 0.045
H 0.077 0.660 -1.508
H -0.090 1.926 -0.191
H -2.068 0.738 0.921
H -2.245 -0.276 -0.691
H -0.115 0.090 1.635
H 0.259 -1.799 -0.924
H 0.521 -2.127 0.834
H 2.290 1.146 -0.290
*
```

---

C4H8Si | ωB97M-V/def2-TZVPD

## Properties
Lowest unoccupied orbital energy   0.4 eV
ΔE to the lowest compared entry with this formula, charge and spin   86.8 kcal/mol
Gap between HOMO and LUMO   9.1 eV
SMILES string   C=[SiH2].C#CC

Geometry as ORCA input:
```
! wB97M-V def2-TZVPD RIJCOSX def2/J DEFGRID3
* xyz 0 1
C -1.721 -0.090 -0.347
C -1.786 -0.472 -1.457
C -1.558 0.500 0.951
C 2.978 -0.247 1.267
Si 2.109 0.020 -0.184
H -2.310 0.097 1.477
H -0.654 0.102 1.313
H -1.517 1.565 1.037
H 4.063 -0.011 1.257
H 2.811 -0.627 2.264
H -1.854 -0.979 -2.456
H 0.603 0.022 -0.264
H 2.781 0.640 -1.485
*
```

---

C4H9AgO3 | ωB97M-V/def2-TZVPD

## Properties
Lowest unoccupied orbital energy   0.0 eV
ΔE to the lowest compared entry with this formula, charge and spin   0.0 kcal/mol
Gap between HOMO and LUMO   8.9 eV

Geometry as ORCA input:
```
! wB97M-V def2-TZVPD RIJCOSX def2/J DEFGRID3
* xyz 0 1
H 0.731 -1.756 0.253
C -2.230 1.146 -0.148
O -1.056 0.360 -0.077
C -1.126 -0.772 0.786
C -0.363 -1.968 0.259
H -2.073 1.898 -0.930
H -3.103 0.528 -0.405
H -2.413 1.653 0.812
H -2.187 -1.019 0.957
H -0.669 -0.431 1.743
H -0.660 -2.233 -0.765
H -0.552 -2.831 0.910
O 2.958 1.312 0.391
C 3.692 1.015 -0.590
O 3.254 0.958 -1.768
Ag 1.002 1.121 -0.991
H 4.794 1.020 -0.438
*
```

---

C4H9BN2O2 | ωB97M-V/def2-TZVPD

## Properties
Lowest unoccupied orbital energy   0.5 eV
ΔE to the lowest compared entry with this formula, charge and spin   1.5 kcal/mol
Gap between HOMO and LUMO   10.0 eV
SMILES string   COB1CCNC(=O)N1

Geometry as ORCA input:
```
! wB97M-V def2-TZVPD RIJCOSX def2/J DEFGRID3
* xyz 0 1
B -0.712 0.049 -0.007
C 1.623 -0.848 0.007
C -0.117 1.502 -0.217
C 1.305 1.669 0.237
C -2.473 -1.490 0.021
N 0.284 -1.030 0.028
N 2.124 0.483 -0.073
O 2.399 -1.796 0.024
O -2.031 -0.181 -0.063
H -0.309 1.644 -1.345
H -0.618 2.388 0.112
H 1.831 2.499 -0.489
H 1.312 1.874 1.377
H -3.473 -1.390 0.612
H -1.821 -2.054 0.566
H -2.561 -2.011 -0.969
H 0.190 -1.996 -0.107
H 3.047 0.688 0.285
*
```